# 1
Density functional theory data (wB97M-V/def2-TZVPD) for a molecular structure, C36H68CdN8O3SSi4.

Structure (XYZ):
```
121
Properties=species:S:1:pos:R:3
Cd -0.465 -0.860 0.456
S 1.499 -3.011 -0.901
Si -2.878 -2.674 3.118
Si -3.741 -2.835 -0.727
Si -4.765 -0.149 1.380
Si -2.889 -1.547 1.055
O 2.649 -3.161 -1.758
O 1.747 -1.585 3.189
O 1.694 -2.375 0.401
N 3.360 -3.156 2.824
N 0.322 -2.188 -1.546
N -0.250 0.611 3.071
N 0.216 0.014 -3.205
N -2.186 1.418 -1.269
N 1.463 0.297 -0.209
N -0.373 2.389 0.719
N 3.726 -0.908 2.288
C -0.098 -1.203 -3.738
C 0.008 -2.371 -2.905
C -0.305 -6.163 0.853
C 1.758 1.726 -0.279
C 4.630 -3.574 2.251
C -0.222 1.034 -5.336
C -2.198 2.842 -0.930
C -6.064 -1.289 2.143
C 0.164 1.069 -3.982
C -0.580 -3.722 -4.848
C 0.410 -7.239 0.339
C 0.005 -4.873 0.456
C -0.478 -1.343 -5.097
C -3.622 -1.803 -2.298
C -0.195 -3.598 -3.499
C -4.074 -4.126 3.187
C -1.156 2.591 1.934
C -4.654 1.305 2.578
C -5.604 0.514 -0.173
C -0.548 -0.171 -5.881
C -2.809 -4.424 -1.054
C -0.866 3.268 -0.332
C -3.300 -1.506 4.536
C 1.437 -7.028 -0.572
C 2.452 -4.248 3.122
C -1.170 -3.349 3.522
C -5.546 -3.353 -0.575
C 1.750 -5.738 -0.978
C 5.613 -2.425 2.176
C 2.873 -1.874 2.782
C -0.576 2.028 3.216
C 4.896 -1.272 1.504
C 1.072 2.484 0.847
C 3.545 0.472 2.688
C -0.741 -2.623 -5.636
C 1.028 -4.671 -0.463
H -5.016 1.273 -0.695
H 3.651 1.139 1.827
H 0.167 -8.247 0.654
H -4.325 2.224 2.086
H -7.051 -0.816 2.103
H -3.968 1.103 3.410
H 2.852 -4.850 3.940
H -3.022 1.163 -1.781
H 5.915 -2.127 3.184
H 2.549 0.587 3.104
H -1.314 2.219 4.000
H 6.502 -2.726 1.622
H -5.813 -0.294 -0.883
H 4.289 0.772 3.435
H -5.841 -1.513 3.191
H -1.403 1.200 -1.877
H -0.256 1.947 -5.915
H -3.004 3.033 -0.217
H 1.997 -7.870 -0.961
H 2.321 -4.890 2.245
H 4.585 -1.575 0.498
H 1.425 2.097 -1.247
H -1.765 -4.215 -1.304
H -2.384 3.484 -1.799
H -5.645 1.492 3.003
H -0.530 -4.023 0.865
H -0.364 -2.691 3.183
H -5.740 -3.926 0.340
H -0.071 -4.492 -2.902
H 2.831 1.911 -0.225
H -6.229 -2.496 -0.584
H 1.418 3.529 0.855
H 2.550 -5.541 -1.683
H 5.536 -0.395 1.414
H -4.004 -4.647 4.149
H -2.647 -1.308 -2.367
H -2.822 -5.094 -0.188
H -3.852 -4.849 2.391
H 0.435 2.020 -3.524
H -6.125 -2.243 1.610
H -0.133 3.302 -1.140
H -1.078 0.086 2.819
H 1.373 2.013 1.781
H 1.490 -3.844 3.414
H -6.560 0.968 0.104
H -3.728 -2.441 -3.184
H -0.853 -0.252 -6.919
H 0.325 2.579 3.491
H -4.335 -1.153 4.491
H -1.105 -6.336 1.564
H 0.097 0.199 3.928
H -3.157 -2.019 5.492
H 4.464 -3.986 1.247
H -5.794 -3.991 -1.430
H -1.051 -3.478 4.603
H -2.650 -0.621 4.531
H -0.761 -4.710 -5.254
H 5.026 -4.377 2.874
H -1.047 -2.709 -6.673
H -1.334 3.667 2.094
H -2.127 2.123 1.778
H -4.399 -1.032 -2.340
H 1.586 -0.170 -1.103
H -1.016 -4.328 3.055
H -5.112 -3.797 3.052
H -3.259 -4.952 -1.902
H -0.969 4.295 0.048
H 2.059 -0.185 0.462
```

Relative energy (zero: lowest compared OMol25 entry of this formula, charge and spin)   0.0000 eV
LUMO   0.3 eV
HOMO level   -7.553 eV
Spin multiplicity   1
Calculated total energy   -3800.381795 hartree
Frontier orbital gap   7.9 eV

Atomic partial charges in e from the Mulliken method, atoms 1 to 5: 4.467 0.583 0.137 0.036 0.710

***

# 2
Density functional theory data (wB97M-V/def2-TZVPD) for 15 unconnected molecules or ions with the total composition C36H68Cl28FIO5 in a non-equilibrium geometry.

Structure (XYZ):
```
139
Properties=species:S:1:pos:R:3
I 2.758 -1.050 3.695
Cl -2.956 -3.311 -2.397
Cl 7.367 -12.265 -2.192
Cl -7.133 0.506 -5.203
Cl 0.704 7.868 6.691
Cl 3.337 8.440 5.544
Cl -7.181 -5.802 -4.322
Cl 5.157 -3.130 -1.286
Cl 2.317 -3.510 -0.663
Cl 1.150 8.769 0.020
Cl -6.691 -2.993 -4.986
Cl -8.837 1.526 -7.360
Cl -6.805 -4.560 1.466
Cl 3.348 4.130 8.656
Cl 6.665 1.375 6.518
Cl 3.884 -2.169 -8.385
Cl 4.649 -3.931 -5.042
Cl 6.519 -1.481 -9.462
Cl 1.813 -4.301 -4.416
Cl 10.204 -11.893 -2.803
Cl 7.396 -7.963 -0.681
Cl 5.274 6.192 7.878
Cl -3.912 -3.680 0.333
Cl 4.869 -7.657 -2.129
Cl 8.074 3.209 8.317
Cl 1.187 8.173 2.885
Cl -0.334 -0.358 6.433
Cl -8.464 -3.509 -0.707
Cl 0.086 -2.873 7.869
F 1.948 3.240 1.078
O -0.780 0.996 0.483
O -2.867 -1.085 2.463
O 2.374 0.024 -3.020
O 1.265 1.286 -0.416
O 1.205 -1.222 1.136
C 2.854 0.960 -2.079
C -0.714 5.307 0.919
C 0.046 4.234 0.121
C 0.859 -1.511 7.053
C -4.988 1.473 -1.217
C 0.572 3.085 0.974
C 2.157 8.545 1.460
C -2.499 -3.652 -0.720
C -8.395 0.122 -6.381
C -1.060 0.495 1.822
C 2.434 7.497 6.737
C -3.293 1.698 1.643
C -8.048 -4.926 0.263
C -2.050 1.445 2.506
C 3.563 -2.370 -1.187
C 0.379 1.720 0.313
C 5.635 -2.340 -8.197
C -3.395 3.079 0.975
C -0.050 0.506 -2.887
C -1.259 -0.193 -3.506
C -2.491 0.712 -3.509
C 8.615 -11.123 -2.705
C -5.958 -4.564 -4.641
C -3.122 3.052 -0.530
C 4.889 4.911 9.037
C -1.798 -0.852 1.587
C -3.762 0.019 -2.963
C 3.059 -3.161 -4.941
C -4.376 2.855 -1.375
C 7.446 2.951 6.682
C 1.097 -0.476 -2.674
C 0.175 0.339 2.701
C -4.020 0.326 -1.494
C 1.189 -0.665 2.209
C 5.931 -6.992 -0.885
C -2.524 -1.727 3.684
H -2.187 -0.808 0.577
H -2.012 -4.619 -0.684
H -2.691 1.000 -4.535
H -5.446 1.332 -0.241
H 6.218 -5.989 -1.174
H -1.712 5.444 0.524
H -5.327 -4.466 -3.766
H -3.041 -2.681 3.720
H -1.820 -2.876 -0.384
H -2.291 1.581 -2.890
H -2.732 4.030 -0.806
H 0.662 1.273 2.956
H -1.459 -1.893 3.791
H -8.027 -0.657 -7.037
H 1.498 -0.997 7.761
H 3.112 -2.346 -4.227
H 2.571 6.444 6.524
H 1.107 -0.824 -1.642
H 1.441 -1.886 6.219
H -9.273 -0.217 -5.845
H 8.353 -10.739 -3.683
H 3.302 -1.989 -2.165
H 0.248 1.376 -3.464
H -0.995 -0.480 -4.521
H 4.823 5.346 10.027
H 2.359 1.922 -2.206
H -8.937 -5.267 0.779
H -4.420 3.416 1.106
H 2.709 9.459 1.645
H 0.210 3.147 1.993
H -4.144 1.610 2.311
H -3.056 0.466 -1.008
H -2.395 2.291 -0.781
H 2.797 -2.782 -5.920
H -0.522 3.883 -0.732
H 6.717 3.724 6.466
H -2.326 1.075 3.484
H -4.471 -0.564 -1.061
H 5.395 -6.972 0.056
H 3.608 -1.558 -0.471
H -5.795 1.386 -1.942
H -2.917 -1.134 4.503
H 5.919 -1.933 -7.235
H 0.928 -1.329 -3.328
H 2.839 7.723 1.276
H 2.813 7.731 7.722
H -3.614 -1.059 -3.002
H -5.368 -4.870 -5.496
H -5.105 3.632 -1.157
H -4.615 0.240 -3.597
H -0.166 -0.056 3.655
H 3.919 1.088 -2.227
H -1.583 2.410 2.691
H -0.195 6.255 0.914
H -1.423 -1.091 -2.923
H 8.273 3.004 5.984
H 0.924 4.719 -0.285
H -2.784 3.815 1.486
H -0.824 5.005 1.955
H -7.674 -5.698 -0.398
H 5.884 -3.393 -8.250
H 5.676 4.170 8.994
H -3.409 0.923 0.899
H 8.665 -10.314 -1.987
H -0.374 0.847 -1.903
H 2.660 0.638 -1.056
H -4.073 3.007 -2.410
H -1.116 -1.699 1.632
```

Relative energy (zero: lowest compared OMol25 entry of this formula, charge and spin)   0.8999 eV
LUMO   -0.2 eV
HOMO level   -9.386 eV
Spin multiplicity   1
Calculated total energy   -15071.501812 hartree
Frontier orbital gap   9.2 eV

Atomic partial charges in e from the Mulliken method, atoms 1 to 5: -0.036 -0.148 -0.149 -0.097 -0.169

***

# 3
Density functional theory data (wB97M-V/def2-TZVPD) for a molecular structure, C36H70Br8F3NiO14S6 in a non-equilibrium geometry.

Structure (XYZ):
```
138
Properties=species:S:1:pos:R:3
Br 3.485 3.709 4.118
Br 3.858 -3.881 1.684
Br -1.100 2.545 8.609
Br 4.685 -1.525 -2.233
Br 2.228 -0.779 6.674
Br 3.685 0.994 1.812
Br -0.451 0.714 4.214
Br 1.905 -4.727 4.313
Ni -2.331 -3.712 -1.621
S 0.388 -5.937 -0.982
S 5.309 2.360 -5.558
S -1.985 4.428 2.855
S -5.059 -1.712 -1.901
S -3.833 -5.884 0.697
S 2.427 5.285 -1.607
F 1.076 -2.782 1.157
F 1.042 -0.812 2.109
F -0.251 -2.318 2.699
O 1.605 5.774 -0.533
O -3.065 3.575 3.347
O -3.048 -5.087 -0.195
O -0.500 -4.843 -1.480
O 1.731 -6.137 -1.432
O 5.826 3.605 -5.027
O -3.699 -7.336 0.792
O -0.836 4.728 3.697
O 6.270 1.451 -6.099
O -4.100 -2.750 -1.580
O -6.513 -1.867 -2.016
O 3.038 3.968 -1.496
O -0.223 -0.771 -0.542
O -1.638 -2.476 0.033
C -1.286 4.899 0.336
C -5.581 -5.387 0.561
C -0.431 -7.007 1.440
C 2.319 -3.486 5.788
C -5.672 -4.196 1.567
C 2.751 1.538 -5.332
C 3.083 5.958 -4.072
C -4.933 -4.544 2.820
C -4.703 -0.296 -0.774
C -0.542 -8.086 0.359
C 2.164 3.382 2.709
C 4.072 1.578 -4.416
C 0.540 -5.934 0.928
C -2.573 6.015 2.071
C 4.179 -3.629 -0.202
C -0.767 -1.470 0.613
C -0.798 2.015 5.724
C -1.425 3.704 1.219
C 2.773 2.722 1.484
C 2.758 2.775 -6.307
C -0.638 -7.519 -1.076
C 3.823 6.471 -1.863
C 0.418 1.322 -1.625
C 0.410 0.482 -0.312
C 4.216 2.870 -6.912
C 3.781 7.006 -3.297
C -2.488 5.847 0.548
C 1.791 5.531 -3.321
C -0.941 1.307 7.060
C -3.561 -5.061 2.341
C 2.577 -2.087 5.251
C 0.295 -1.819 1.673
C 4.213 -2.070 -0.356
C -3.560 0.326 -2.795
C -4.521 -0.713 -3.344
C -4.158 0.933 -1.535
H 2.047 2.713 -7.131
H -4.377 -1.230 -4.293
H 4.716 5.900 -1.608
H -0.193 0.562 7.333
H -2.295 3.106 0.948
H 1.505 -3.507 6.512
H -1.801 0.639 7.022
H 3.233 7.941 -3.185
H -0.026 -7.562 2.286
H -0.585 3.030 1.386
H 1.023 0.876 -2.414
H -3.431 1.510 -0.963
H -0.582 1.570 -1.981
H -6.689 -3.872 1.787
H 4.602 3.849 -7.196
H 1.387 2.749 3.138
H -5.788 -5.049 -0.454
H -5.412 -5.273 3.473
H -2.423 6.807 0.037
H 0.348 -8.715 0.352
H -5.476 -0.194 -3.432
H -4.721 -3.704 3.481
H 3.375 -1.509 0.059
H 3.729 7.338 -1.208
H 4.447 0.577 -4.203
H -3.527 1.048 -3.611
H -3.403 5.409 0.148
H -2.058 6.932 2.357
H 4.698 7.315 -3.800
H 1.205 4.632 -3.506
H 1.776 -1.882 4.541
H -5.589 -0.165 -0.152
H -0.457 5.566 0.575
H -0.037 2.780 5.875
H -0.348 -8.079 -1.965
H 2.834 6.297 -5.077
H -3.936 -0.628 -0.075
H -1.736 2.491 5.436
H 2.786 0.599 -5.885
H -2.764 -4.324 2.240
H -2.518 0.037 -2.660
H 1.610 4.312 2.584
H 3.246 -3.783 6.279
H 0.447 -4.934 1.351
H 5.115 -4.180 -0.298
H 3.548 3.402 1.131
H -1.433 -8.659 0.617
H 1.450 0.364 -0.010
H 2.661 3.658 -5.675
H -3.602 6.148 2.404
H 1.875 2.619 0.874
H 3.361 -4.074 -0.767
H 4.211 2.171 -7.749
H -1.667 -7.164 -1.145
H 3.510 -1.923 4.711
H 1.882 1.546 -4.673
H -5.069 1.486 -1.763
H 5.068 -1.677 0.194
H 3.975 2.306 -3.610
H -0.053 1.069 0.482
H -3.214 -5.807 3.056
H -6.279 -6.148 0.909
H 1.543 -6.318 1.109
H 0.886 2.307 -1.596
H -5.221 -3.298 1.145
H -1.104 4.637 -0.706
H 1.155 6.408 -3.199
H 3.849 5.194 -4.204
H -1.395 -0.713 1.084
H -1.408 -6.703 1.817
```

Relative energy (zero: lowest compared OMol25 entry of this formula, charge and spin)   0.6510 eV
LUMO (spin up / spin down)   -7.1 / -10.3 eV
⟨S²⟩   3.760
HOMO level (spin up / spin down)   -12.875 / -12.868 eV
Spin multiplicity   4
Calculated total energy   -27255.355897 hartree
Net charge   +2
Frontier orbital gap (spin up / spin down)   5.8 / 2.5 eV

Atomic partial charges in e from the Mulliken method, atoms 1 to 5: -0.147 -0.136 -0.144 -0.153 -0.145

***

> Which formula does entry 2 have?

C36H68Cl28FIO5